Formula: C18H26N5OSSn
Source: OMol25
Level of theory: ωB97M-V/def2-TZVPD

Structure (ORCA input):
```
! wB97M-V def2-TZVPD RIJCOSX def2/J DEFGRID3
* xyz 1 1
Sn -0.1678 0.1614 -0.1956
N 5.0856 -1.7058 1.9589
C 4.4889 -0.9013 1.0663
C 3.0843 -0.7952 0.9483
N 2.5334 0.0228 0.0757
C 3.3366 0.7403 -0.7096
C 4.7144 0.6319 -0.5967
N 5.2818 -0.1659 0.2821
H 4.5577 -2.3335 2.5333
H 6.0911 -1.7583 1.9598
H 2.4123 -1.3783 1.5651
H 2.8660 1.3987 -1.4192
H 5.3812 1.2013 -1.2262
C -0.1138 -0.9504 3.6595
O -0.3201 -0.1854 2.4814
H -1.0033 -0.9336 4.2888
H 0.7365 -0.5578 4.2225
H 0.0836 -1.9765 3.3618
H -0.6629 0.6773 2.7429
C 0.8477 2.7151 -3.0944
C -0.2790 3.6856 -2.7305
C -1.6429 2.9944 -2.7920
C -0.0531 4.3585 -1.4041
C 0.1361 5.7201 -1.3644
C 0.2980 6.4069 -0.1664
C 0.2364 5.7211 1.0415
C 0.0548 4.3623 1.0908
C 0.0104 3.6826 2.4308
C 1.2298 2.7741 2.6259
C -1.3371 2.9863 2.6568
C -0.0354 3.5966 -0.1542
N -0.0219 2.3151 -0.1376
H 0.7812 2.4616 -4.1492
H 0.7635 1.7977 -2.5087
H 1.8178 3.1737 -2.9102
H -0.2783 4.4743 -3.4904
H -1.7042 2.1853 -2.0646
H -1.7965 2.5853 -3.7870
H -2.4378 3.7064 -2.5865
H 0.1583 6.2740 -2.2926
H 0.4561 7.4729 -0.1711
H 0.3352 6.2745 1.9642
H 0.0899 4.4675 3.1922
H 1.2677 1.9832 1.8774
H 1.2128 2.3312 3.6187
H 2.1372 3.3685 2.5425
H -1.5939 2.3257 1.8289
H -2.1222 3.7361 2.7366
H -1.3218 2.4292 3.5929
S -5.1321 0.2378 0.1747
C -3.5705 0.3128 -0.0002
N -2.3943 0.3417 -0.1328
*
```

Results
LUMO level (spin up / spin down) (eV): -5.986 / -5.985
Largest force on an atom (eV Å⁻¹): 1.5
HOMO energy (spin up / spin down) (eV): -10.577 / -10.577

Atomic partial charges in e from the Mulliken method, atoms 1 to 6: atom 1 (Sn): 1.20, atom 2 (N): -0.41, atom 3 (C): 0.60, atom 4 (C): -0.40, atom 5 (N): -0.04, atom 6 (C): 0.00



Formula: C5H3N
Source: OMol25
Level of theory: ωB97M-V/def2-TZVPD

Structure (ORCA input):
```
! wB97M-V def2-TZVPD RIJCOSX def2/J DEFGRID3
* xyz 0 1
C 2.9612 -0.7554 -0.0052
C -2.5237 1.3491 0.5321
C -0.7953 -1.4822 -0.9743
C 1.9074 -0.1420 -0.0276
C -2.0339 0.3043 0.1199
N -1.4902 -0.7235 -0.4039
H 3.9474 -1.1232 0.0373
H -2.9824 2.3281 0.6708
H 1.0094 0.2447 0.0511
*
```

Results
LUMO level (eV): 0.490
Energy above the lowest of the compared OMol25 structures with the same formula, charge and spin (kJ/mol): 337.8
Largest force on an atom (eV Å⁻¹): 6.6
HOMO energy (eV): -10.480

Atomic partial charges in e from the natural (NBO) method, atoms 1 to 6: atom 1 (C): -0.22, atom 2 (C): -0.20, atom 3 (C): 0.39, atom 4 (C): -0.21, atom 5 (C): 0.13, atom 6 (N): -0.58



Formula: H14O7Pd
Source: OMol25
Level of theory: ωB97M-V/def2-TZVPD

Structure (ORCA input):
```
! wB97M-V def2-TZVPD RIJCOSX def2/J DEFGRID3
* xyz 2 3
Pd 25.4933 -19.5843 11.6327
O 26.4800 -19.3306 13.5772
H 27.2997 -19.8297 13.7154
H 26.3997 -18.7491 14.3492
O 24.7150 -19.8937 9.6593
H 24.4821 -19.4060 8.8549
H 24.3333 -20.7905 9.5518
O 27.2052 -18.6040 10.6068
H 27.8687 -18.9279 9.9774
H 27.2337 -17.6398 10.5267
O 23.8673 -22.0797 10.9458
H 24.2278 -22.9660 11.0886
H 22.9506 -22.1479 11.2452
O 23.4762 -19.8203 12.7674
H 23.2504 -19.6121 13.6866
H 22.6319 -19.8339 12.2970
O 26.9034 -21.3530 11.5965
H 27.0257 -22.1091 12.1940
H 26.9614 -21.7292 10.7034
O 24.4266 -17.6590 11.3556
H 23.8172 -17.3720 10.6574
H 25.0046 -16.8945 11.5081
*
```

Results
LUMO level (spin up / spin down) (eV): -6.806 / -8.956
<S²>: 2.00
Energy above the lowest of the compared OMol25 structures with the same formula, charge and spin (kJ/mol): 12.0
Largest force on an atom (eV Å⁻¹): 1.5
HOMO energy (spin up / spin down) (eV): -18.686 / -18.966

Atomic partial charges in e from the natural (NBO) method, atoms 1 to 6: atom 1 (Pd): 1.49, atom 2 (O): -0.97, atom 3 (H): 0.52, atom 4 (H): 0.53, atom 5 (O): -0.98, atom 6 (H): 0.53



Formula: C3H11N2
Source: OMol25
Level of theory: ωB97M-V/def2-TZVPD

Structure (ORCA input):
```
! wB97M-V def2-TZVPD RIJCOSX def2/J DEFGRID3
* xyz 1 1
N 1.8666 -0.0561 0.5559
C 1.2138 0.3068 -0.6917
C -0.1404 0.9249 -0.3834
N -0.7973 0.0261 0.6374
C -1.7894 -0.9101 0.0793
H 0.0622 -0.4543 1.0130
H 2.3399 0.7155 1.0046
H 2.5536 -0.7784 0.3782
H 1.0088 -0.6327 -1.2156
H 1.7050 0.9466 -1.4222
H -0.7803 0.9463 -1.2624
H -0.0540 1.8824 0.0972
H -1.1707 0.5161 1.4420
H -2.6687 -0.3470 -0.2260
H -1.3365 -1.3910 -0.7909
H -2.0126 -1.6951 0.7846
*
```

Results
LUMO level (eV): -3.044
Energy above the lowest of the compared OMol25 structures with the same formula, charge and spin (kJ/mol): 35.5
SMILES: C[NH2+]CCN
Largest force on an atom (eV Å⁻¹): 1.0
HOMO energy (eV): -14.770

Atomic partial charges in e from the natural (NBO) method, atoms 1 to 6: atom 1 (N): -0.86, atom 2 (C): -0.25, atom 3 (C): -0.22, atom 4 (N): -0.53, atom 5 (C): -0.42, atom 6 (H): 0.46



Formula: C2HBrO3
Source: OMol25
Level of theory: ωB97M-V/def2-TZVPD

Structure (ORCA input):
```
! wB97M-V def2-TZVPD RIJCOSX def2/J DEFGRID3
* xyz 0 1
C 1.3970 1.0331 -0.4063
C -0.8417 -0.8874 0.3384
O 2.2488 1.6014 0.0572
O -0.4726 -0.6791 1.4231
O 0.4499 0.4639 -0.7303
Br -2.3227 0.0776 -0.3132
H -0.4587 -1.6095 -0.3689
*
```

Results
LUMO level (eV): 0.432
Energy above the lowest of the compared OMol25 structures with the same formula, charge and spin (kJ/mol): 55.8
SMILES: O=C=O.O=CBr
Largest force on an atom (eV Å⁻¹): 3.8
HOMO energy (eV): -10.537

Atomic partial charges in e from the natural (NBO) method, atoms 1 to 6: atom 1 (C): 1.05, atom 2 (C): 0.35, atom 3 (O): -0.47, atom 4 (O): -0.51, atom 5 (O): -0.55, atom 6 (Br): -0.03



Formula: C21H28BClN
Source: OMol25
Level of theory: ωB97M-V/def2-TZVPD

Structure (ORCA input):
```
! wB97M-V def2-TZVPD RIJCOSX def2/J DEFGRID3
* xyz 1 1
Cl -2.6131 2.6656 -5.1051
C -1.2217 1.7884 -4.6232
C -1.0601 0.4578 -5.0200
C -0.0504 -0.2995 -4.4945
C 0.8567 0.2578 -3.5583
C 1.8147 -0.5453 -2.8928
C 2.9562 -0.0188 -2.0624
C 3.7062 -1.2817 -1.5943
C 2.8633 -2.4249 -2.0752
C 1.8387 -1.9663 -2.8343
C 0.7461 1.6420 -3.2659
C -0.2860 2.3818 -3.7723
H -1.7510 0.0405 -5.7328
H 0.0868 -1.3174 -4.8184
H 3.5997 0.6421 -2.6547
H 2.5785 0.5776 -1.2225
H 4.7043 -1.3537 -2.0462
H 3.8384 -1.2915 -0.5053
H 3.0364 -3.4648 -1.8431
H 1.1097 -2.6003 -3.3085
H 1.4762 2.1007 -2.6194
H -0.4110 3.4157 -3.4957
C -2.4117 1.3659 0.4916
C -0.9337 1.3866 0.8154
N -0.4705 0.1879 1.6227
C 1.0204 0.3345 1.8599
C 1.6335 -0.8252 2.6149
C -1.2434 -0.0427 2.8452
C -1.2701 0.9275 3.8354
C -1.9867 0.7310 5.0003
C -2.6876 -0.4418 5.1906
C -2.6680 -1.4144 4.2132
C -1.9519 -1.2180 3.0477
B -0.5693 -1.0014 0.5936
H 0.0622 -0.7625 -0.3692
H -2.7365 2.3041 0.0353
H -2.6696 0.5639 -0.2018
H -3.0103 1.2123 1.3905
H -0.3450 1.4420 -0.1061
H -0.6870 2.2866 1.3884
H 1.5205 0.4638 0.8952
H 1.1769 1.2676 2.4116
H 2.6722 -0.6225 2.8885
H 1.0850 -1.0319 3.5350
H 1.6275 -1.7456 2.0284
H -0.7213 1.8418 3.6852
H -1.9944 1.4986 5.7571
H -3.2460 -0.5933 6.0991
H -3.2149 -2.3321 4.3606
H -1.9480 -1.9882 2.2954
H -0.1717 -2.0047 1.0526
H -1.6795 -1.1953 0.2688
*
```

Results
LUMO level (eV): -5.482
Largest force on an atom (eV Å⁻¹): 1.7
HOMO energy (eV): -11.622

Atomic partial charges in e from the natural (NBO) method, atoms 1 to 6: atom 1 (Cl): 0.10, atom 2 (C): 0.05, atom 3 (C): -0.25, atom 4 (C): -0.09, atom 5 (C): -0.11, atom 6 (C): 0.32



Formula: C33H73BN10O12
Source: OMol25
Level of theory: ωB97M-V/def2-TZVPD

Structure (ORCA input):
```
! wB97M-V def2-TZVPD RIJCOSX def2/J DEFGRID3
* xyz -2 1
C -1.8316 -7.8863 0.5916
C -0.8324 -7.2774 0.2533
B 0.5399 -6.4978 -0.0833
C 1.4231 -6.2434 1.3076
O 2.3576 -7.0547 1.5913
O 1.1700 -5.2380 2.0251
H -2.5367 -8.5195 1.0484
H 0.2700 -5.4242 -0.6186
H 1.2077 -7.2090 -0.8209
C 0.9549 -0.5543 0.6245
O 0.8136 0.6066 0.2046
N 2.0343 -1.2924 0.4280
C 2.1928 -2.6604 0.9437
C 3.1287 -0.7269 -0.3393
H 0.1708 -1.0692 1.1986
H 3.0598 -2.6868 1.6008
H 2.3544 -3.3460 0.1140
H 1.3177 -3.0037 1.4930
H 3.5055 0.1746 0.1530
H 2.7890 -0.4547 -1.3318
H 3.9224 -1.4628 -0.4094
C -3.5965 0.3259 2.0753
O -2.8433 -0.4199 2.6561
N -3.2635 1.5388 1.5836
C -4.2378 2.3801 0.9290
C -1.8867 1.9928 1.7282
H -4.6638 0.0759 1.9108
H -3.9287 2.5905 -0.0978
H -4.3290 3.3198 1.4704
H -5.2095 1.8867 0.9104
H -1.2098 1.3013 1.2240
H -1.6205 2.0265 2.7859
H -1.7757 2.9831 1.2917
C 3.5706 1.9477 -3.5310
O 3.6577 0.8976 -2.9268
N 3.1695 3.0916 -2.9509
C 3.1080 4.3502 -3.6605
C 2.7807 3.0252 -1.5464
H 3.8198 2.0502 -4.6023
H 3.7611 5.0841 -3.1817
H 2.0852 4.7333 -3.6591
H 3.4281 4.2123 -4.6917
H 3.6117 2.6508 -0.9473
H 1.9429 2.3363 -1.4217
H 2.4967 4.0146 -1.1955
C -6.5317 4.9114 1.7569
O -6.7903 5.2575 0.6160
N -7.4375 4.5784 2.6864
C -7.0516 4.1672 4.0266
C -8.8450 4.6061 2.3351
H -5.5005 4.8313 2.1283
H -7.4054 3.1544 4.2215
H -7.4885 4.8448 4.7630
H -5.9679 4.1917 4.1250
H -9.0184 3.9312 1.4960
H -9.1501 5.6101 2.0361
H -9.4364 4.2840 3.1877
C 6.4191 -3.3439 0.7876
O 5.4879 -2.5908 0.9620
N 7.4938 -3.1122 0.0026
C 8.5167 -4.1268 -0.1486
C 7.6087 -1.8409 -0.6847
H 6.4588 -4.3318 1.2777
H 9.4762 -3.7537 0.2209
H 8.6191 -4.4094 -1.1975
H 8.2309 -5.0049 0.4161
H 7.6232 -1.0233 0.0396
H 6.7540 -1.6907 -1.3461
H 8.5263 -1.8248 -1.2686
C 8.1393 -7.4859 1.1281
O 8.8654 -7.4693 0.1486
N 7.6962 -8.5889 1.7477
C 6.8179 -8.5230 2.9036
C 8.0989 -9.8842 1.2330
H 7.7730 -6.5598 1.6018
H 7.2936 -9.0057 3.7611
H 5.8745 -9.0246 2.6868
H 6.6062 -7.4865 3.1535
H 9.1862 -9.9758 1.2585
H 7.7718 -9.9928 0.1986
H 7.6525 -10.6689 1.8380
C 4.8932 3.6839 1.9237
O 4.7363 4.8804 1.7566
N 5.9937 2.9955 1.5715
C 6.1074 1.5623 1.7864
C 7.0920 3.7109 0.9501
H 4.1168 3.0470 2.3779
H 6.9580 1.3476 2.4372
H 6.2489 1.0488 0.8340
H 5.2025 1.1804 2.2527
H 7.4596 4.4895 1.6203
H 6.7547 4.1879 0.0287
H 7.8964 3.0155 0.7244
C -7.3445 5.1670 -4.7451
O -7.9308 5.0960 -5.8099
N -7.8203 5.7890 -3.6523
C -7.0842 5.8502 -2.3983
C -9.1219 6.4236 -3.7343
H -6.3510 4.7149 -4.5883
H -7.6582 5.3836 -1.6013
H -6.8929 6.8918 -2.1336
H -6.1333 5.3317 -2.4925
H -9.8838 5.6857 -3.9897
H -9.1183 7.1889 -4.5119
H -9.3636 6.8787 -2.7770
C -8.5379 0.9594 2.6607
O -8.8276 1.2720 3.8044
N -7.8938 -0.1600 2.3032
C -7.5789 -0.4619 0.9181
C -7.4939 -1.1014 3.3400
H -8.7918 1.6020 1.7995
H -8.0535 -1.3987 0.6223
H -6.4996 -0.5589 0.7913
H -7.9397 0.3356 0.2712
H -8.3721 -1.4514 3.8829
H -6.8255 -0.6136 4.0490
H -6.9837 -1.9469 2.8873
C 0.7221 0.6642 -5.2892
O 0.5146 1.0489 -6.4316
N -0.2289 0.4179 -4.3785
C 0.0843 -0.0176 -3.0222
C -1.6164 0.5977 -4.7590
H 1.7397 0.4908 -4.9043
H -0.3710 -0.9895 -2.8263
H -0.3000 0.7076 -2.3040
H 1.1605 -0.0997 -2.8888
H -1.8635 -0.0553 -5.5971
H -1.7899 1.6296 -5.0705
H -2.2561 0.3595 -3.9133
*
```

Results
LUMO level (eV): 2.657
Largest force on an atom (eV Å⁻¹): 0.9
HOMO energy (eV): 0.567

Atomic partial charges in e from the Mulliken method, atoms 1 to 6: atom 1 (C): -0.31, atom 2 (C): -0.44, atom 3 (B): 0.12, atom 4 (C): 0.09, atom 5 (O): -0.69, atom 6 (O): -0.67



Formula: C30H60FN3O9P
Source: OMol25
Level of theory: ωB97M-V/def2-TZVPD

Structure (ORCA input):
```
! wB97M-V def2-TZVPD RIJCOSX def2/J DEFGRID3
* xyz 1 1
C 1.5773 -2.9476 -0.4269
C 2.8690 -1.9907 -0.4980
C 3.3891 -1.7573 -1.9613
N 2.9124 -0.4899 -2.5959
N 1.6634 -0.0731 -2.1267
C 1.7018 1.0435 -1.2664
C 0.3250 1.2526 -0.9681
P -0.1480 2.6652 0.1449
C -1.1230 2.0283 1.6128
C -1.1436 3.9057 -0.8639
N -0.4250 0.2827 -1.6596
C -1.8909 0.1775 -1.5918
C -2.6555 0.7447 -2.8393
C -4.1127 0.1094 -2.7816
O -4.6552 0.2714 -1.4738
C -5.4310 -0.8523 -1.0399
C 0.4029 -0.5239 -2.3793
C 0.1703 -1.7103 -3.3422
C -1.1759 -2.4747 -3.1819
F -1.2635 -3.2487 -2.0243
H 1.6980 -3.5291 0.5242
H 1.5818 -3.6871 -1.2606
H 0.6312 -2.3629 -0.3318
H 3.6769 -2.5645 0.0319
H 2.7172 -1.0631 0.1001
H 4.5077 -1.6646 -1.8856
H 3.2213 -2.6783 -2.5837
H 2.8716 -0.6540 -3.6076
H 2.6138 1.5730 -0.9517
H -0.8529 2.6736 2.4816
H -2.2247 2.1261 1.4593
H -0.8417 0.9788 1.8712
H -1.9241 4.3985 -0.2330
H -0.4352 4.6479 -1.3119
H -1.6023 3.3651 -1.7362
H -2.2162 0.7765 -0.7016
H -2.2420 -0.8659 -1.3739
H -2.7129 1.8559 -2.8691
H -2.1934 0.3479 -3.7772
H -4.7800 0.6807 -3.4831
H -3.9995 -0.9512 -3.1154
H -4.9528 -1.2513 -0.0998
H -5.4599 -1.7035 -1.7610
H -6.4784 -0.5806 -0.7456
H 0.2809 -1.3120 -4.3873
H 0.9984 -2.4530 -3.1858
H -2.0643 -1.8003 -3.2931
H -1.2482 -3.1807 -4.0550
O -1.4895 4.7957 2.9242
C -2.1674 4.6536 3.9132
O -2.7102 3.4545 4.1825
C -3.3666 3.1258 5.4170
C -4.8237 3.5362 5.3898
C -2.4939 5.8238 4.8028
H -2.8282 3.5449 6.2692
H -3.2995 2.0415 5.5144
H -4.9352 4.6155 5.2753
H -5.3254 3.2333 6.3099
H -5.3329 3.0733 4.5425
H -3.3456 6.3619 4.3869
H -1.6292 6.4863 4.8292
H -2.7023 5.5488 5.8341
O 1.9826 -2.5893 3.2092
C 2.9546 -3.2693 3.4336
O 3.5120 -3.9989 2.4450
C 4.7700 -4.6820 2.5581
C 4.5961 -6.0525 3.1778
C 3.5046 -3.3925 4.8298
H 5.5004 -4.0701 3.0908
H 5.1456 -4.7934 1.5397
H 4.2041 -5.9870 4.1937
H 5.5484 -6.5838 3.2090
H 3.8826 -6.6427 2.6000
H 2.9399 -4.1520 5.3704
H 3.3860 -2.4321 5.3313
H 4.5654 -3.6291 4.8665
O -2.5862 -2.2300 -10.0279
C -2.0376 -1.8297 -9.0406
O -2.7583 -1.2203 -8.0720
C -2.2458 -0.8812 -6.7851
C -1.5478 0.4640 -6.8063
C -0.5380 -1.9089 -8.8994
H -1.6071 -1.6797 -6.3953
H -3.1112 -0.8274 -6.1204
H -0.6848 0.4592 -7.4738
H -1.2076 0.7378 -5.8046
H -2.2248 1.2380 -7.1709
H -0.0857 -1.0563 -9.4059
H -0.1977 -2.8292 -9.3728
H -0.1928 -1.9479 -7.8676
O 4.6033 1.7231 6.6112
C 3.7663 1.8180 5.7547
O 3.8799 1.0944 4.6233
C 2.8517 0.9856 3.6327
C 2.9136 2.1337 2.6447
C 2.6345 2.8065 5.8816
H 1.8689 0.8865 4.0987
H 3.0377 0.0472 3.1073
H 2.7487 3.0951 3.1334
H 2.1594 2.0098 1.8651
H 3.8997 2.1821 2.1773
H 2.9772 3.7867 5.5505
H 2.3454 2.8629 6.9307
H 1.7392 2.5255 5.3302
*
```

Results
LUMO level (eV): -2.245
Largest force on an atom (eV Å⁻¹): 4.1
HOMO energy (eV): -10.773

Atomic partial charges in e from the Mulliken method, atoms 1 to 6: atom 1 (C): -0.72, atom 2 (C): 0.41, atom 3 (C): -0.90, atom 4 (N): -1.28, atom 5 (N): 0.72, atom 6 (C): -0.70



Q: largest force on an atom of number 4 (C3H11N2)?
A: 1.0 eV Å⁻¹